Below is the molecule CH4N3P, with properties calculated with ωB97M-V with the def2-TZVPD basis set.

Computed properties:
Largest force on an atom ... 4.5 eV Å⁻¹
ΔE to the lowest compared entry with this formula, charge and spin ... 207.4 kJ/mol
E ... -546.04338 hartree
E_HOMO ... -9.145 eV
Lowest unoccupied orbital energy ... 0.92 eV
Gap between HOMO and LUMO ... 10.07 eV

Element x y z (Å)
C  -0.25294  -0.64862  0.83417
N  -1.36236  0.05780  0.21602
N  -1.16656  0.56274  -0.88851
N  0.16196  0.64328  -1.24476
P  1.30927  -0.15119  -0.13784
H  -0.30752  -0.41286  2.00887
H  -0.34973  -1.63859  0.62564
H  0.28498  0.68661  -2.23330
H  1.68290  0.90084  0.81971

Atomic forces in eV per Å
C 1.31 3.63 2.41
N -1.19 -0.25 -0.58
N 0.36 0.30 0.78
N 0.73 -0.50 0.92
P -0.79 0.69 0.74
H 0.52 -0.75 -2.77
H -0.85 -3.03 -0.11
H 0.20 0.09 -0.43
H -0.30 -0.17 -0.96

Below is a cluster of 2 separate species, C9H14 in total, with properties calculated with ωB97M-V with the def2-TZVPD basis set.

Computed properties:
Largest force on an atom ... 4.1 eV Å⁻¹
Charge ... +1
ΔE to the lowest compared entry with this formula, charge and spin ... 185.1 kJ/mol
E ... -350.93849 hartree
E_HOMO (alpha / beta) ... -14.417 / -14.426 eV
Multiplicity ... 2
⟨S²⟩ ... 0.766
Lowest unoccupied orbital energy (alpha / beta) ... -4.22 / -8.42 eV
Gap between HOMO and LUMO (alpha / beta) ... 10.20 / 6.00 eV

Element x y z (Å)
C  -0.38403  1.34064  1.36327
C  2.75906  -0.00183  -0.21989
C  2.64681  0.57552  -1.46782
C  1.74903  0.31862  0.61884
C  0.59308  1.02845  0.28525
C  1.48675  1.22327  -1.92231
C  0.41720  1.44009  -1.03868
H  3.72416  -0.49416  -0.00438
H  3.40901  0.41470  -2.14479
H  1.68887  -0.13283  1.53302
H  1.25951  1.44285  -2.95273
H  -1.04659  0.47732  1.53226
H  -0.73784  2.31293  1.49201
H  -0.47081  1.97897  -1.11202
H  -0.05130  1.15685  2.46640
C  -1.53483  -1.93810  -0.08306
C  -2.76568  -1.35304  0.53314
H  -0.62865  -1.62917  0.42806
H  -1.43838  -2.98469  -0.24424
H  -1.32868  -1.53976  -1.07465
H  -3.70284  -2.07606  0.29216
H  -3.12578  -0.41839  0.12798
H  -2.51810  -1.14217  1.59218

Atomic forces in eV per Å
C 1.70 -2.41 2.80
C 1.16 0.87 -0.10
C -0.71 -0.29 -0.26
C 0.72 -1.66 -0.05
C -0.80 1.07 0.62
C -3.44 0.60 0.77
C 2.43 -0.41 0.23
H -1.05 0.02 0.39
H 1.56 -0.14 -1.46
H 0.33 -0.90 2.61
H 0.75 0.27 -0.27
H -0.95 0.41 -1.09
H -1.38 1.40 -0.90
H -1.31 0.81 -1.53
H 0.95 0.37 -1.75
C 1.40 1.31 -1.41
C -2.29 -1.70 0.12
H 0.26 -0.08 0.58
H -0.47 -1.01 0.43
H -0.34 0.15 -0.44
H 2.13 1.56 1.35
H 0.39 0.40 -0.42
H -1.05 -0.62 -0.22

Below is the molecule C3H2BrF3, with properties calculated with ωB97M-V with the def2-TZVPD basis set.

Computed properties:
Largest force on an atom ... 6.4 eV Å⁻¹
ΔE to the lowest compared entry with this formula, charge and spin ... 144.6 kJ/mol
E ... -2989.04630 hartree
E_HOMO ... -9.206 eV
Lowest unoccupied orbital energy ... 0.67 eV
Gap between HOMO and LUMO ... 9.88 eV

Element x y z (Å)
F  -0.01700  1.11470  -1.38671
C  0.51067  1.04001  -0.17381
C  0.44167  -0.36145  0.26792
F  1.56026  -0.95573  0.62246
C  -0.78895  -1.12279  0.14544
F  -0.89530  -2.44742  0.40574
Br  -2.38512  -0.25662  -0.39263
H  -0.06711  1.62248  0.51923
H  1.64088  1.36683  -0.00763

Atomic forces in eV per Å
F 0.13 1.02 -2.19
C 2.63 0.02 2.62
C -5.20 -3.66 -0.63
F 0.62 -0.48 0.36
C 3.83 2.08 0.58
F 0.24 1.42 -0.23
Br 0.34 -0.66 0.39
H -0.41 0.70 0.19
H -2.18 -0.44 -1.08

Below is a cluster of 2 separate species, ClH5N3P in total, with properties calculated with ωB97M-V with the def2-TZVPD basis set.

Computed properties:
Largest force on an atom ... 2.5 eV Å⁻¹
ΔE to the lowest compared entry with this formula, charge and spin ... 288.8 kJ/mol
E ... -968.73697 hartree
E_HOMO (alpha / beta) ... -10.102 / -8.225 eV
Lowest unoccupied orbital energy (alpha / beta) ... -0.96 / -0.65 eV
Gap between HOMO and LUMO (alpha / beta) ... 9.14 / 7.57 eV

Element x y z (Å)
N  2.01414  -0.30347  0.02270
N  -0.20097  -1.38498  0.85339
N  -0.95592  1.41774  -1.49136
P  0.56085  -0.02102  0.41767
Cl  -0.09793  1.11961  2.06586
H  2.77804  0.39254  0.10299
H  -1.15692  -1.27774  1.03972
H  -0.02180  -2.09019  0.19235
H  -1.87155  1.52650  -1.10529
H  -1.04794  0.62101  -2.09803

Atomic forces in eV per Å
N 0.80 0.65 0.51
N 0.71 -0.44 0.18
N 1.74 -0.05 0.65
P -0.57 2.46 -0.32
Cl 0.48 -0.04 -0.49
H -1.00 -0.65 -0.33
H -1.50 0.13 0.35
H 0.20 -1.42 -0.77
H -0.91 0.02 0.72
H 0.03 -0.66 -0.48